A:
# C14H24N9RuS2

C14H24N9RuS2 as an isolated structure (ωB97M-V/def2-TZVPD, the Open Molecules 2025 dataset).

- E_HOMO (alpha / beta): -14.4 / -14.4 eV
- Total charge: +2
- Orbital gap (alpha / beta): 5.904 / 6.167 eV
- Multiplicity: 2

Each line ends with the Löwdin spin population.
Element x y z (Å)
Ru 0.9500 0.0682 -0.3085  0.78
C 2.8446 4.5627 -2.3488  0.00
S 3.9948 3.1682 -2.2943  0.00
C 3.0233 1.9066 -1.6610  0.01
S 1.4494 2.2327 -0.8884  0.12
N 3.4716 0.6946 -1.7790  0.01
N 2.6737 -0.2643 -1.2851  -0.01
C 2.9685 -1.5041 -1.4534  0.00
C 1.8666 -2.4406 -1.3865  0.00
C 2.0140 -3.8010 -1.6059  0.00
C 0.8891 -4.5870 -1.7977  0.00
C -0.3627 -3.9900 -1.7768  0.00
C -0.4458 -2.6454 -1.4682  0.00
N 0.6268 -1.8906 -1.2178  0.05
H 3.3181 5.3117 -2.9788  0.00
H 2.6965 4.9672 -1.3501  0.00
H 1.8978 4.2626 -2.7894  0.00
H 3.9793 -1.7913 -1.7220  0.00
H 3.0120 -4.2176 -1.6412  0.00
H 0.9791 -5.6477 -1.9905  0.00
H -1.2592 -4.5571 -1.9808  0.00
H -1.4114 -2.1576 -1.4382  0.00
C -1.4745 -0.7597 1.2782  0.00
N -2.8377 -0.5627 1.6819  0.00
C -3.6525 -0.2164 0.5157  0.00
N -3.1742 1.0326 -0.0828  0.00
C -1.8138 0.8901 -0.5199  0.00
N -0.9086 0.4837 0.6213  0.00
C -1.0287 1.5776 1.6581  0.00
N -2.3945 1.7501 2.0682  0.00
C -2.9097 0.5182 2.6712  0.00
C -3.2378 2.1041 0.9236  0.00
H -1.4384 -1.5944 0.5816  0.00
H -0.8558 -0.9821 2.1443  0.00
H -4.6915 -0.0944 0.8156  0.00
H -3.5883 -1.0210 -0.2202  0.00
H -1.4680 1.8549 -0.8952  0.00
H -1.7467 0.1491 -1.3250  0.00
H -0.6513 2.5082 1.2296  0.00
H -0.4210 1.3005 2.5220  0.00
H -3.9451 0.6631 2.9729  0.00
H -2.3161 0.2543 3.5471  0.00
H -2.8889 3.0378 0.4808  0.00
H -4.2680 2.2246 1.2520  0.00
N 2.1718 -0.0225 1.5805  -0.01
N 1.5010 -0.8626 2.5201  0.00
H 3.1385 -0.3023 1.4138  0.00
H 2.1831 0.9183 1.9670  0.00
H 1.8482 -0.6953 3.4617  0.00
H 1.6922 -1.8338 2.2984  0.00

=====

B:
# C14H24N9RuS2

C14H24N9RuS2 as an isolated structure (ωB97M-V/def2-TZVPD, the Open Molecules 2025 dataset).

- E_HOMO (alpha / beta): -14.3 / -14.3 eV
- Total charge: +2
- Orbital gap (alpha / beta): 6.025 / 6.219 eV
- Multiplicity: 2

Each line ends with the Löwdin spin population.
Element x y z (Å)
Ru -1.2364 0.4119 0.2219  0.86
C -3.5504 -1.5934 4.7826  0.00
S -2.7332 -2.8132 3.7238  0.00
C -2.2763 -1.9020 2.3241  0.01
S -2.2208 -0.1525 2.3508  0.10
N -2.0071 -2.5864 1.2568  0.00
N -1.6477 -1.9754 0.1627  -0.03
C -1.7324 -2.5250 -1.0098  0.00
C -1.4112 -1.6874 -2.1330  0.00
C -1.1450 -2.1490 -3.4277  0.00
C -0.8460 -1.2339 -4.4203  0.00
C -0.8184 0.1264 -4.1151  0.00
C -1.1328 0.5126 -2.8250  0.01
N -1.4133 -0.3626 -1.8655  0.04
H -3.6193 -2.0591 5.7602  0.00
H -4.5483 -1.3873 4.4075  0.00
H -2.9702 -0.6789 4.8352  0.00
H -2.0842 -3.5430 -1.1412  0.00
H -1.1629 -3.2093 -3.6276  0.00
H -0.6388 -1.5642 -5.4264  0.00
H -0.5675 0.8672 -4.8572  0.00
H -1.1833 1.5637 -2.5400  0.00
C 1.6898 -0.3655 -0.6916  0.00
N 3.1269 -0.3835 -0.6355  0.00
C 3.6457 0.9429 -0.9405  0.00
N 3.1372 1.8896 0.0420  0.00
C 1.6968 1.9326 -0.0065  0.00
N 1.1151 0.5952 0.2956  -0.03
C 1.6162 0.1814 1.6393  0.00
N 3.0565 0.1604 1.6683  0.00
C 3.5667 -0.7911 0.6927  0.00
C 3.5769 1.4876 1.3721  0.00
H 1.3112 -1.3694 -0.4731  0.00
H 1.3821 -0.0713 -1.7004  0.00
H 3.3183 1.2380 -1.9401  0.00
H 4.7361 0.9263 -0.9170  0.00
H 1.3813 2.2417 -1.0103  0.00
H 1.3344 2.6574 0.7316  0.00
H 1.2304 -0.8206 1.8668  0.00
H 1.2519 0.8899 2.3921  0.00
H 3.1793 -1.7880 0.9137  0.00
H 4.6567 -0.8165 0.7310  0.00
H 4.6664 1.4736 1.4133  0.00
H 3.2022 2.1993 2.1099  0.00
N -3.1202 1.9336 -0.2972  0.02
N -2.1281 2.7840 0.3098  0.00
H -3.6387 2.3844 -1.0583  0.00
H -3.8049 1.6544 0.4110  0.00
H -2.5149 3.3815 1.0475  0.00
H -1.7256 3.3951 -0.4015  0.00

=====

Most stable = A

=====

A:
# C6H9P

One molecule with the formula C6H9P (ωB97M-V/def2-TZVPD, the Open Molecules 2025 dataset).

- E_HOMO (alpha / beta): -7.6 / -8.1 eV
- Orbital gap (alpha / beta): 6.690 / 6.942 eV

Each line ends with the Löwdin charge.
Element x y z (Å)
C -0.3411 -0.0271 -0.5265  -0.16
C 1.1182 -1.8878 -0.9296  0.02
C 0.9018 -0.7998 -0.2331  -0.42
C -1.1517 0.5379 0.3525  -0.74
C 1.8817 -0.3553 0.8232  -0.08
C -2.0536 1.7157 -0.0208  -0.16
P -1.3075 -0.2278 1.9294  0.85
H -0.4465 0.3556 -1.5252  0.11
H 1.8707 -2.6045 -0.8697  0.03
H 0.3927 -2.3408 -1.7057  0.10
H 1.8724 0.6896 0.4833  0.09
H 2.8537 -0.9484 0.9335  0.11
H 1.3284 -0.3524 1.7591  0.01
H -2.2052 2.3980 0.8570  0.06
H -3.0942 1.4796 -0.4078  0.08
H -1.6200 2.3675 -0.9198  0.11

=====

B:
# C6H9P

One molecule with the formula C6H9P (ωB97M-V/def2-TZVPD, the Open Molecules 2025 dataset).

- E_HOMO (alpha / beta): -7.5 / -7.7 eV
- Orbital gap (alpha / beta): 7.415 / 8.094 eV

Each line ends with the Löwdin charge.
Element x y z (Å)
C 1.4744 0.3873 -0.8297  -0.04
C 0.0043 -1.7040 0.4812  -0.22
C -0.6081 1.4578 0.1775  -0.42
C 0.6926 0.8588 0.4235  -0.35
C -1.1122 -1.1790 -0.5286  -0.37
C 0.8816 -0.5531 0.2006  -0.15
P -2.0001 0.2761 -0.2222  0.86
H 0.9024 0.2724 -1.7103  0.08
H 2.5466 0.6164 -0.9251  0.10
H -0.2675 -1.6860 1.5546  0.10
H 0.5879 -2.6462 0.1907  0.12
H -0.9209 2.1208 1.0148  0.08
H -0.4001 2.0442 -0.7607  0.08
H 1.2946 1.2706 1.2410  0.15
H -1.0089 -1.6317 -1.4610  0.02
H -2.0664 0.0955 1.1538  -0.07

=====

Most stable = A

=====

A:
# C5H16NO2

A 3-piece molecular cluster, C5H16NO2 overall (ωB97M-V/def2-TZVPD, the Open Molecules 2025 dataset).

- E_HOMO (alpha / beta): -2.9 / -10.0 eV
- Orbital gap (alpha / beta): 3.603 / 10.391 eV
- Multiplicity: 2

Each line ends with the Löwdin spin population.
Element x y z (Å)
C -0.5875 0.5014 -0.4443  0.08
C 0.8076 1.1042 -0.7077  0.04
C 1.8209 0.1657 -1.2893  0.01
C 3.0187 -0.0014 -0.7483  0.01
C 1.5050 -0.4753 -2.6366  0.00
N -0.6250 -0.1930 0.8577  0.06
H -1.3004 1.3156 -0.4154  0.05
H -0.7797 -0.2306 -1.1818  0.01
H 1.1682 1.5781 0.2024  0.03
H 0.6418 1.9400 -1.3986  0.01
H 3.3022 0.3906 0.2293  0.00
H 3.7885 -0.6588 -1.1105  0.00
H 2.2669 -1.2147 -2.8329  0.00
H 0.4905 -0.8592 -2.6849  0.00
H 1.6654 0.2616 -3.3942  0.00
H -1.4474 0.0465 1.4953  0.03
H -0.4654 -1.2028 0.8804  0.02
H 0.1352 0.1345 1.4617  0.07
H -3.2059 -2.7469 1.2292  0.01
H -3.1950 -1.5230 2.1433  0.03
O -2.6057 -2.1366 1.6851  0.07
H -2.6710 1.6575 2.4029  0.11
H -1.6320 1.2175 3.5372  0.11
O -2.0961 0.9292 2.7199  0.26

=====

B:
# C5H16NO2

A 3-piece molecular cluster, C5H16NO2 overall (ωB97M-V/def2-TZVPD, the Open Molecules 2025 dataset).

- E_HOMO (alpha / beta): -2.9 / -10.0 eV
- Orbital gap (alpha / beta): 3.666 / 10.601 eV
- Multiplicity: 2

Each line ends with the Löwdin spin population.
Element x y z (Å)
C 2.7639 -0.9701 -0.2783  0.01
C 2.5219 -0.1046 0.9592  0.00
C 1.2645 -0.5780 1.6658  0.02
C 0.1075 0.2699 1.0824  0.11
C -1.1893 0.0953 1.3381  0.12
N -2.3411 0.7035 0.5857  0.09
H 2.5383 -0.7373 -1.2908  0.01
H 3.7995 -1.1553 -0.5594  0.00
H 2.4033 -1.9376 -0.0468  0.00
H 3.5505 -0.0870 1.4074  0.00
H 2.5453 0.9542 0.8481  0.00
H 1.1577 -1.7010 1.7686  0.01
H 1.3603 -0.2295 2.7123  0.00
H 0.4832 0.8665 0.2139  0.05
H -1.5672 -0.7350 1.9766  0.01
H -2.9733 -0.1097 0.3312  0.05
H -2.7258 1.3879 1.1616  0.04
H -2.0541 1.1412 -0.2772  0.04
H -1.6435 -0.1474 -1.8953  0.05
H -2.3948 -1.5885 -2.3098  0.01
O -2.0497 -1.0091 -1.6795  0.08
H -1.0982 1.5941 -2.5819  0.10
H -2.4735 2.2512 -2.9503  0.05
O -1.9855 1.8262 -2.1817  0.14

=====

Most stable = A

=====

A:
# C5H13N4O

A 2-piece molecular cluster, C5H13N4O overall (ωB97M-V/def2-TZVPD, the Open Molecules 2025 dataset).

- E_HOMO (alpha / beta): -13.1 / -13.1 eV
- Total charge: +1
- Orbital gap (alpha / beta): 9.531 / 9.530 eV

Each line ends with the Löwdin charge.
Element x y z (Å)
C -1.6833 -1.6018 1.4792  -0.08
C -0.3221 -2.0424 1.1718  -0.07
C 0.4022 -0.8016 0.8100  -0.15
C -0.6212 1.4321 0.1237  -0.06
C 0.4614 2.4481 0.7644  -0.19
N -1.8546 -0.3106 1.2705  0.11
N -0.7108 0.1410 0.7696  -0.10
N 1.6249 -0.4865 0.5192  0.29
N -0.9050 -1.6329 -2.0283  -0.02
O 1.7963 2.2445 0.4055  -0.11
H -2.5896 -2.1459 1.8065  0.14
H -0.0317 -2.4852 2.0935  0.14
H -0.3584 -2.7536 0.3591  0.14
H -1.5598 1.9298 0.3196  0.13
H -0.4457 1.3954 -0.9032  0.10
H 0.4866 2.4635 1.8531  0.13
H 0.2542 3.4022 0.3215  0.12
H 2.2414 -1.2259 0.6548  0.13
H 1.9799 0.3924 0.1857  0.11
H -1.1191 -2.3652 -2.7535  0.05
H -0.5733 -0.8585 -2.7363  0.07
H -1.6441 -1.1802 -1.4623  0.01
H 2.2477 2.9430 -0.1475  0.15

=====

B:
# C5H13N4O

An isolated ion of composition C5H13N4O and charge +1 (ωB97M-V/def2-TZVPD, the Open Molecules 2025 dataset).

- E_HOMO (alpha / beta): -12.3 / -12.1 eV
- Total charge: +1
- Orbital gap (alpha / beta): 8.352 / 8.038 eV

Each line ends with the Löwdin charge.
Element x y z (Å)
C 1.1194 -1.3920 1.2332  -0.10
C -0.2003 -0.9089 2.0177  -0.03
C 0.9418 0.9632 1.1778  -0.13
C -1.2451 0.2513 -0.8474  -0.22
C -0.6509 1.0135 -3.6044  0.10
N 1.5839 -0.2274 0.4706  0.05
N 0.0330 0.3871 -1.4586  -0.07
N -0.3681 0.5091 1.4796  -0.15
N -1.3311 0.8085 0.4961  -0.01
O 0.2154 0.8976 -2.6679  -0.03
H 1.9236 -1.7265 1.8745  0.11
H 0.9210 -2.4178 0.6262  0.17
H -1.0671 -1.5277 1.9218  0.12
H -0.0176 -0.6867 2.9846  0.08
H 1.5687 1.3410 1.9698  0.13
H 0.9284 1.8859 0.5203  0.16
H -2.0287 0.6854 -1.4147  0.10
H -1.5266 -0.8304 -0.8096  0.14
H -0.2284 1.5807 -4.5181  0.14
H -1.6680 0.8154 -3.5777  0.07
H 2.5580 -0.0941 0.5002  0.15
H 1.1059 -0.2174 -0.4959  0.10
H -1.4407 1.7974 0.5904  0.12

=====

Most stable = A